{"formula": "C48H72O36", "method": "the ωB97M-V functional and the def2-TZVPD basis", "elements": ["C", "C", "C", "O", "C", "O", "O", "H", "H", "H", "H", "H", "H", "C", "C", "C", "O", "C", "O", "O", "H", "H", "H", "H", "H", "H", "C", "C", "C", "O", "C", "O", "O", "H", "H", "H", "H", "H", "H", "C", "C", "C", "O", "C", "O", "O", "H", "H", "H", "H", "H", "H", "C", "C", "C", "O", "C", "O", "O", "H", "H", "H", "H", "H", "H", "C", "C", "C", "O", "C", "O", "O", "H", "H", "H", "H", "H", "H", "C", "C", "C", "O", "C", "O", "O", "H", "H", "H", "H", "H", "H", "C", "C", "C", "O", "C", "O", "O", "H", "H", "H", "H", "H", "H", "C", "C", "C", "O", "C", "O", "O", "H", "H", "H", "H", "H", "H", "C", "C", "C", "O", "C", "O", "O", "H", "H", "H", "H", "H", "H", "C", "C", "C", "O", "C", "O", "O", "H", "H", "H", "H", "H", "H", "C", "C", "C", "O", "C", "O", "O", "H", "H", "H", "H", "H", "H"], "xyz": [[1.575, -1.011, 4.267], [1.127, -2.481, 4.243], [1.799, -3.419, 5.254], [0.800, -3.992, 6.053], [-0.392, -3.333, 5.775], [-1.377, -3.552, 6.377], [-0.231, -2.478, 4.717], [1.500, -0.553, 5.254], [1.225, -0.493, 3.374], [2.642, -0.935, 4.062], [0.737, -2.906, 3.318], [2.475, -2.841, 5.885], [2.316, -4.235, 4.748], [-3.195, 4.986, 3.356], [-3.470, 3.806, 4.311], [-2.541, 2.578, 4.256], [-1.551, 2.960, 5.202], [-2.042, 3.878, 6.010], [-1.378, 4.269, 6.954], [-3.153, 4.351, 5.556], [-3.103, 4.546, 2.363], [-2.346, 5.631, 3.587], [-4.164, 5.473, 3.249], [-4.533, 3.642, 4.138], [-2.136, 2.431, 3.255], [-3.048, 1.645, 4.502], [7.066, 4.975, -2.668], [6.268, 3.624, -2.742], [5.602, 3.462, -4.043], [5.975, 2.176, -4.539], [6.920, 1.747, -3.862], [7.435, 0.721, -4.138], [7.283, 2.670, -2.799], [7.692, 5.000, -1.777], [6.398, 5.833, -2.588], [7.618, 5.218, -3.576], [5.684, 3.378, -1.855], [5.885, 4.234, -4.758], [4.518, 3.502, -3.929], [-5.665, -5.626, 5.362], [-6.881, -5.154, 4.555], [-6.800, -3.649, 4.220], [-7.030, -3.757, 2.790], [-6.936, -4.982, 2.312], [-6.980, -5.260, 1.126], [-6.770, -5.858, 3.359], [-4.763, -5.627, 4.750], [-5.823, -6.635, 5.741], [-5.468, -5.053, 6.267], [-7.822, -5.293, 5.088], [-5.848, -3.144, 4.384], [-7.580, -2.910, 4.402], [-3.126, 1.856, -3.134], [-2.139, 2.256, -4.161], [-1.526, 3.636, -4.262], [-0.158, 3.384, -4.427], [0.166, 2.184, -4.053], [1.295, 1.747, -3.949], [-0.951, 1.467, -3.816], [-2.938, 2.242, -2.132], [-3.298, 0.785, -3.028], [-4.083, 2.319, -3.374], [-2.627, 1.926, -5.078], [-1.858, 4.271, -3.440], [-1.948, 4.023, -5.189], [3.561, 8.928, -4.413], [2.483, 8.292, -3.617], [1.839, 7.198, -4.257], [2.610, 6.104, -3.923], [3.184, 6.394, -2.738], [3.723, 5.564, -1.965], [3.173, 7.727, -2.551], [4.047, 9.666, -3.775], [3.117, 9.609, -5.139], [4.163, 8.098, -4.782], [1.697, 8.942, -3.234], [1.884, 7.379, -5.331], [0.805, 7.040, -3.950], [-2.505, -6.134, -6.226], [-0.978, -5.570, -6.203], [-0.742, -4.393, -7.026], [-0.618, -3.408, -6.068], [-0.514, -3.938, -4.740], [-0.419, -3.374, -3.702], [-0.677, -5.213, -4.856], [-3.177, -5.276, -6.258], [-2.811, -6.525, -5.256], [-2.672, -6.961, -6.917], [-0.430, -6.481, -6.445], [-1.564, -4.117, -7.686], [0.223, -4.490, -7.524], [1.022, 4.857, 3.341], [1.832, 5.825, 4.171], [2.268, 5.345, 5.612], [3.721, 5.516, 5.541], [4.079, 6.070, 4.305], [5.231, 6.324, 3.988], [2.959, 6.139, 3.488], [1.720, 4.037, 3.171], [0.761, 5.194, 2.337], [0.070, 4.435, 3.664], [1.397, 6.754, 4.538], [1.969, 4.309, 5.773], [1.725, 5.944, 6.343], [6.293, -1.627, -2.361], [4.820, -1.610, -2.216], [4.054, -2.895, -2.678], [2.980, -2.952, -1.760], [3.436, -2.422, -0.653], [2.769, -2.442, 0.365], [4.524, -1.632, -0.859], [6.681, -0.642, -2.098], [6.523, -1.728, -3.422], [6.913, -2.357, -1.842], [4.373, -0.743, -2.701], [4.724, -3.752, -2.749], [3.664, -2.911, -3.696], [0.903, 0.744, -0.171], [-0.024, 0.730, 0.986], [-1.490, 1.264, 0.722], [-2.234, 0.391, 1.546], [-1.561, -0.775, 1.721], [-1.979, -1.814, 2.279], [-0.354, -0.649, 1.235], [1.317, 1.749, -0.256], [0.415, 0.248, -1.010], [1.723, 0.130, 0.201], [0.497, 1.120, 1.860], [-1.868, 1.213, -0.299], [-1.518, 2.316, 1.008], [-3.501, -1.515, -1.868], [-3.307, -2.812, -0.978], [-4.423, -2.990, 0.154], [-4.788, -4.329, -0.140], [-4.177, -4.825, -1.179], [-4.121, -6.045, -1.412], [-3.512, -3.901, -1.817], [-4.567, -1.432, -2.084], [-3.074, -1.640, -2.863], [-3.113, -0.661, -1.313], [-2.371, -3.012, -0.456], [-5.119, -2.161, 0.032], [-4.079, -2.999, 1.188], [-1.569, -4.837, 1.774], [-0.866, -6.233, 2.163], [-0.897, -7.413, 1.212], [0.482, -7.495, 0.858], [1.122, -6.461, 1.253], [2.283, -6.147, 0.960], [0.519, -5.943, 2.266], [-2.643, -5.011, 1.710], [-1.213, -4.542, 0.787], [-1.252, -4.128, 2.540], [-1.075, -6.558, 3.182], [-1.450, -7.084, 0.332], [-1.346, -8.245, 1.753]], "forces_ev_per_angstrom": [[1.589, -1.074, -1.117], [-1.790, 0.542, 0.316], [1.224, -0.076, -0.948], [-1.509, 0.948, -0.366], [1.691, -0.025, -0.798], [-1.156, 0.073, 0.294], [-1.727, -0.458, 3.090], [-0.803, 0.088, -0.219], [-0.845, 0.314, 0.602], [0.420, -0.488, 0.073], [2.452, 0.008, -1.120], [0.185, -0.117, 0.024], [0.270, 0.179, 0.059], [-0.753, -1.394, -1.283], [0.577, 0.965, -1.716], [-0.765, 0.530, -0.750], [0.478, -2.017, -1.242], [3.457, 0.955, 2.458], [-1.598, -0.230, -1.021], [-2.529, 0.835, 1.793], [0.516, 0.076, -0.318], [-0.240, -0.107, 0.119], [0.397, 0.850, 0.394], [0.052, -0.693, 0.873], [0.366, 0.172, 0.190], [0.105, 0.032, 0.483], [-1.506, 0.250, 0.588], [2.229, 2.042, 0.856], [-2.453, 0.816, -1.093], [-4.171, 2.954, -1.944], [3.879, -0.602, 3.070], [1.546, -1.058, 0.843], [0.574, -3.640, -1.957], [0.138, -0.145, -0.215], [-0.378, -0.061, 0.295], [0.305, -0.750, 0.006], [-0.385, 0.582, -0.119], [0.183, -0.167, -0.125], [-0.031, -0.123, -0.218], [-0.354, -0.175, 0.905], [1.409, 0.867, 2.642], [-0.313, 0.018, -2.322], [0.428, 1.344, -0.767], [0.057, -1.270, -2.115], [-0.146, 0.210, 2.863], [-0.903, 0.315, -1.816], [-0.132, 0.136, -0.086], [-0.035, -0.162, -0.309], [-0.114, 0.389, -0.117], [-0.104, -0.668, -0.215], [0.253, -0.409, 0.073], [-0.227, -0.631, 1.388], [-1.575, 1.136, 1.344], [0.859, -2.013, 0.860], [-2.174, -0.301, -1.034], [0.290, 2.919, -0.285], [1.899, -3.035, 0.626], [-1.841, 0.908, -0.126], [-0.182, -0.213, -0.555], [0.513, 0.034, 0.099], [0.316, 0.105, -0.486], [-0.285, -0.120, -0.189], [0.894, -0.119, -0.586], [0.846, 0.156, 0.273], [0.457, 0.655, 0.053], [-0.682, 1.645, -0.247], [0.121, 3.138, 1.089], [-2.043, -1.076, -2.679], [0.742, -1.725, 0.814], [2.677, -2.832, 2.924], [-2.078, 3.029, -3.048], [0.022, -1.820, 2.153], [0.699, -0.583, 0.156], [0.115, -0.570, -0.822], [0.440, 0.633, -0.343], [0.424, 0.604, 0.094], [-0.314, -0.436, -0.161], [-0.083, -0.076, 0.025], [1.087, 1.136, 1.192], [-3.435, -4.676, 0.882], [0.924, 0.461, -0.603], [0.482, 2.593, 3.003], [-0.826, 1.228, -1.429], [0.359, 0.927, -0.651], [0.177, -2.198, -0.362], [-0.213, -0.054, -0.949], [0.704, -0.296, 0.282], [0.001, 0.591, -0.455], [0.640, 0.450, -0.027], [0.181, -0.265, -0.202], [-0.138, 0.150, -0.598], [-0.012, -0.587, -0.758], [-2.375, 0.283, 2.876], [0.362, -0.738, -1.795], [-0.823, 0.835, -0.854], [1.700, -0.799, 0.019], [-3.496, -0.429, 0.784], [3.644, 0.558, -0.261], [-0.132, -0.373, -0.002], [0.401, 0.665, -0.031], [0.242, 0.227, 0.998], [-0.997, 0.327, -1.334], [0.600, -0.178, 0.130], [0.824, 0.163, 0.270], [1.187, 0.787, -1.252], [-0.283, -1.780, -1.165], [0.823, 0.686, -1.874], [0.829, -1.345, -1.135], [-2.451, 1.923, 3.020], [1.682, -0.007, -0.906], [-1.070, -0.499, 1.882], [0.079, -0.043, 0.081], [0.133, 0.043, -0.137], [-0.731, -0.302, 0.309], [0.026, 0.240, 0.095], [-0.035, -0.415, 1.155], [-0.327, 0.778, 0.078], [0.534, -0.274, 0.854], [-1.708, -0.237, -1.213], [2.049, 0.270, 0.531], [-1.378, -0.182, 0.667], [-1.220, -3.040, 1.980], [0.736, 3.887, -2.079], [1.159, -0.526, 0.197], [-0.222, 0.010, -0.816], [0.399, 0.521, -0.382], [0.304, -0.215, -0.538], [-0.555, 0.282, 0.292], [0.451, -0.358, -0.188], [-0.553, -0.088, 0.494], [0.263, -1.600, 1.130], [-0.619, 1.988, 0.799], [1.765, 0.308, -1.262], [-1.992, 0.298, 1.536], [0.654, -4.917, -0.198], [-0.484, 3.313, 0.095], [0.484, -0.212, -1.729], [-0.173, 0.238, 0.428], [0.685, 0.031, 0.321], [-0.108, 0.155, -0.313], [0.533, 0.870, -0.490], [-0.987, -0.760, -0.091], [0.379, 0.258, -0.233], [0.736, -2.643, 0.426], [-0.689, 2.075, 1.281], [-0.596, 1.699, -0.047], [-1.498, -3.349, -2.554], [6.434, 1.124, 0.388], [-2.739, -0.825, -0.147], [-0.851, 2.333, 1.513], [-0.109, 0.319, 0.249], [0.178, 0.081, 0.034], [-0.444, 0.087, -0.246], [-0.827, 0.267, -0.037], [-0.215, -0.732, -0.159], [0.612, -0.515, -0.695]], "mulliken_charge": [-1.1691, 0.6573, -0.5298, -0.3516, 0.5024, -0.5532, -0.1319, 0.4400, -0.1734, 0.4735, 0.1707, 0.3217, 0.3282, -1.2572, 0.2953, 0.4884, -0.2931, 0.5898, -0.6125, -0.3546, 0.2688, 0.3315, 0.4084, 0.4109, -0.6422, 0.3775, -1.3759, 0.6285, -0.2535, -0.3134, 0.5445, -0.5601, -0.3997, 0.3336, 0.2774, 0.4177, 0.2677, 0.2576, 0.1806, -1.3516, 0.5971, -0.3390, -0.3734, 0.7441, -0.5444, -0.3271, 0.2674, 0.3559, 0.3907, 0.2253, 0.1407, 0.2554, -1.1912, 0.6075, -0.5078, -0.3180, 0.5930, -0.5637, -0.1916, 0.3017, 0.0230, 0.4923, 0.2027, 0.3074, 0.3433, -1.3093, 0.3327, -0.5470, -0.1934, 0.5970, -0.5777, -0.2998, 0.3633, 0.3792, 0.2943, 0.3358, 0.3127, 0.3138, -1.3621, 0.3291, -0.3583, -0.3328, 0.5512, -0.4592, -0.2954, 0.3515, 0.3589, 0.3675, 0.3190, 0.2769, 0.2474, -1.2002, 0.4376, -0.3814, -0.3556, 0.5677, -0.5212, -0.3470, 0.3928, 0.4035, 0.0956, 0.3073, 0.2397, 0.3239, -1.6540, 0.8064, -0.5954, -0.1219, 0.4640, -0.5174, -0.3216, 0.3099, 0.4321, 0.3449, 0.1733, 0.2842, 0.3550, -1.6707, 0.7276, -0.0112, -0.3329, 0.4227, -0.6272, 0.1539, 0.5097, 0.2985, 0.2827, 0.3090, -0.3419, 0.2848, -1.3186, 0.9949, -0.3422, -0.1809, 0.4213, -0.6398, -0.3958, 0.4609, 0.4582, 0.0289, -0.0791, 0.3847, 0.1910, -0.4552, -0.0534, -0.2408, -0.3417, 0.6468, -0.6318, -0.2803, 0.2673, 0.1821, -0.1186, 0.4717, 0.1600, 0.3471], "lumo_energy_ha": -0.0160, "e_above_lowest_kcal_mol": 246.3, "total_energy_ha": -4580.7592, "gap_ev": 9.37, "homo_ha": -0.36036, "smiles": "C[C@H]1COC(=O)O1.C[C@H]1COC(=O)O1.C[C@H]1COC(=O)O1.C[C@H]1COC(=O)O1.C[C@H]1COC(=O)O1.C[C@H]1COC(=O)O1.C[C@H]1COC(=O)O1.C[C@H]1COC(=O)O1.C[C@H]1COC(=O)O1.C[C@H]1COC(=O)O1.C[C@H]1COC(=O)O1.C[C@H]1COC(=O)O1"}